# 1
{
  "formula": "C4H14N2O2",
  "method": "ωB97M-V/def2-TZVPD",
  "elements": ["O", "H", "C", "H", "H", "H", "H", "N", "H", "C", "H", "N", "C", "H", "C", "H", "H", "H", "H", "H", "H", "O"],
  "coordinates": [[-1.14404, -1.37135, -1.94823], [-0.28956, 2.03617, 1.00651], [-1.84290, 1.24213, -0.04403], [0.84759, -1.54778, -0.74566], [-1.25480, -0.43733, -1.74781], [1.67583, 1.06676, 1.72078], [3.30316, -0.60394, 0.77614], [1.74070, -1.59015, -0.33477], [-0.93186, 2.07118, -1.66990], [1.37066, 0.03875, 1.59507], [-0.37484, -0.84519, 0.57058], [-0.84491, 1.15939, 1.03904], [2.21949, -0.39072, 0.35753], [-0.72293, -0.41898, 2.22561], [-0.16052, -0.13113, 1.33134], [-1.19017, -1.39772, -2.94988], [1.50261, -0.58782, 2.46337], [-2.55319, 0.38927, -0.14862], [-2.32314, 2.22759, 0.14667], [1.79506, -2.46132, 0.21012], [2.11519, 0.38026, -0.40723], [-1.02970, 1.19509, -1.27928]],
  "atomic_forces_ev_per_a": [[-0.18, -0.82, -1.96], [-0.25, -1.36, 0.12], [2.59, 0.25, 0.86], [-1.11, 0.40, -0.62], [0.20, 0.51, -0.14], [-0.30, 0.40, 0.87], [-1.91, 0.77, -1.37], [1.98, -1.14, 0.97], [-0.11, -0.14, 0.10], [-1.26, -0.86, -1.50], [-0.01, -0.49, -0.64], [-1.39, 0.76, -0.71], [0.21, -1.68, 1.09], [0.71, -0.68, 0.12], [-0.34, 2.48, 0.99], [0.13, -0.05, 1.90], [0.92, 0.01, 0.33], [0.57, 0.69, 0.59], [-0.07, -0.76, -0.80], [0.05, 0.77, -0.23], [0.72, 0.31, 0.27], [-1.15, 0.60, -0.23]],
  "smiles": "NCCCNCO.O",
  "e_homo_ev": -8.56,
  "gap_ev": 9.119
}

# 2
{
  "formula": "C4H14N2O2",
  "method": "ωB97M-V/def2-TZVPD",
  "elements": ["H", "H", "O", "C", "H", "N", "H", "H", "C", "C", "H", "H", "H", "O", "H", "H", "H", "H", "H", "H", "N", "C"],
  "coordinates": [[1.20300, -2.47494, 0.92126], [-0.94411, 2.37237, -0.58285], [1.10178, -1.21317, -2.08389], [1.61880, -0.64415, 1.66779], [1.64333, -1.10797, 2.63021], [-1.86623, -0.04669, -1.59906], [-1.99495, 0.67307, -2.32596], [-0.92179, -0.47646, -1.69723], [0.39480, 1.03639, 0.33225], [-2.03867, 0.50780, -0.27037], [-1.99751, -0.35339, 0.40549], [-0.38351, -0.46155, 1.70523], [1.50497, -1.45164, -1.22559], [1.76497, -1.68695, 0.66112], [1.58703, -1.75792, -2.73507], [-3.06702, 0.91051, -0.19451], [-1.34478, 2.03360, 1.14434], [0.70602, 0.49500, -0.54063], [1.12028, 1.85713, 0.56391], [2.48773, -0.00046, 1.48236], [0.45025, 0.18447, 1.56191], [-1.02439, 1.60493, 0.17926]],
  "atomic_forces_ev_per_a": [[0.94, 1.45, -0.42], [-0.38, 0.32, -0.10], [0.68, -0.67, -0.32], [-0.02, 0.83, -1.20], [0.15, -0.20, 0.70], [0.84, 0.07, -0.61], [0.30, -0.56, 0.53], [-1.01, 0.55, -0.18], [-0.24, 0.35, 2.07], [-0.20, 0.50, 0.16], [-0.05, 0.21, 0.19], [1.16, 1.47, -0.54], [-0.19, 0.14, -0.09], [-1.04, -1.28, 0.50], [-0.47, 0.49, 0.44], [0.45, -0.14, 0.02], [0.13, 0.01, -0.40], [0.15, -0.12, -0.55], [-0.52, -0.53, -0.52], [-0.05, -0.25, 0.32], [-0.89, -1.64, 0.00], [0.28, -1.00, 0.02]],
  "smiles": "NCCCNCO.O",
  "e_homo_ev": -8.82,
  "gap_ev": 9.493
}

# 3
{
  "formula": "C4H14N2O2",
  "method": "ωB97M-V/def2-TZVPD",
  "elements": ["H", "C", "O", "H", "H", "H", "H", "H", "H", "N", "C", "H", "H", "C", "H", "N", "O", "H", "C", "H", "H", "H"],
  "coordinates": [[1.90083, -0.94557, 0.59256], [-0.68943, -2.11846, 0.61595], [0.49688, 2.31994, -5.64690], [-0.17528, -2.17172, -0.36066], [-0.91630, 2.01824, -0.95745], [1.91463, -2.48713, 2.19851], [-1.30274, 0.45354, 1.25119], [-1.68866, -1.83445, 0.33425], [-0.61533, -3.19583, 0.80839], [-1.20546, 2.13905, -0.00206], [0.25118, -1.56167, 1.67074], [0.13307, 1.56378, -6.12462], [-0.22560, 2.96060, -5.64974], [1.14221, -0.43222, 1.18276], [1.19711, 1.18378, 0.03703], [0.47665, 0.51429, 0.29240], [0.96671, -2.58376, 2.33032], [-0.22779, 1.84112, 1.80925], [-0.61160, 1.23716, 0.98059], [1.72912, 0.00905, 1.99936], [-2.19251, 2.21917, 0.16937], [-0.35767, -1.12890, 2.46875]],
  "atomic_forces_ev_per_a": [[0.26, 0.00, -0.44], [2.12, -2.37, -1.67], [-0.32, -0.03, -0.13], [0.11, 0.65, 0.10], [-0.29, -0.45, 0.01], [-0.03, 0.06, -0.15], [-0.36, 0.05, 0.66], [-0.36, 0.64, 0.90], [-0.95, 0.00, 0.37], [0.03, 0.47, 1.12], [-1.57, 1.77, 1.05], [0.14, 0.08, 0.09], [0.18, -0.05, 0.04], [0.79, -0.85, -0.68], [-0.19, 0.12, -0.20], [0.18, 0.16, 0.92], [0.40, -0.37, -0.20], [-0.23, -0.31, 0.38], [0.92, 0.06, -1.93], [-0.46, 0.21, 0.31], [-0.12, 0.14, -0.63], [-0.27, 0.00, 0.09]],
  "smiles": "C[C@@H](O)CNCN.O",
  "e_homo_ev": -9.05,
  "gap_ev": 9.933
}

# 4
{
  "formula": "C4H14N2O5",
  "method": "ωB97M-V/def2-TZVPD",
  "elements": ["H", "H", "H", "H", "C", "H", "O", "H", "C", "H", "O", "N", "C", "H", "H", "H", "H", "N", "H", "O", "O", "C", "O", "H", "H"],
  "coordinates": [[1.94855, -0.50872, 1.93730], [-1.25247, 1.62108, 0.47859], [0.25593, 0.59059, -2.58434], [1.49006, 0.64477, 3.15650], [0.51653, 1.18977, -0.68612], [-2.33811, -2.98983, -0.83992], [-1.73498, -0.70913, 1.17985], [2.47572, -0.48456, -1.63757], [1.46515, 0.44713, 2.09639], [-0.90646, -0.08057, -1.61024], [1.62036, 1.69772, -0.89127], [0.06146, 0.62901, 1.71043], [-0.71904, -0.48580, 1.78708], [-2.59264, 0.31768, -0.09674], [-3.70857, -0.06939, -1.20319], [-1.31017, -3.22016, -1.94966], [0.26762, 2.51917, 0.86306], [-0.00160, 0.36663, -1.62999], [-0.30606, -1.16794, 2.54852], [-3.08079, 0.58179, -0.89300], [3.42476, -0.58564, -1.75508], [-0.18041, 1.56756, 0.61549], [-1.39665, -3.10637, -0.99850], [2.08377, 1.20077, 1.61980], [3.91804, 0.03445, -1.21741]],
  "atomic_forces_ev_per_a": [[-0.45, -0.40, -0.46], [-0.12, 0.38, 0.00], [0.52, -0.12, 0.31], [0.40, 0.01, 0.50], [1.33, 0.69, -0.48], [0.01, 0.02, 0.06], [-0.72, 0.11, -0.39], [0.23, 0.54, 0.33], [0.11, 0.93, 1.02], [-0.20, 0.34, 0.73], [-0.59, -0.11, 0.20], [0.40, -0.77, -1.37], [0.94, 0.29, 0.89], [-0.60, -0.88, -0.02], [0.07, -0.34, 0.52], [-0.02, -0.07, 0.00], [-0.21, 0.26, 0.18], [-0.65, -0.32, -0.65], [-0.21, -0.23, -0.11], [0.37, 0.99, -0.57], [0.33, -0.87, -0.51], [-0.34, -0.88, -0.08], [0.06, 0.08, -0.07], [-0.11, 0.06, -0.17], [-0.55, 0.31, 0.13]],
  "smiles": "CN(C=O)CC(N)=O.O.O.O",
  "e_homo_ev": -9.78,
  "gap_ev": 10.198
}

# 5
{
  "formula": "C4H14N2OS",
  "method": "ωB97M-V/def2-TZVPD",
  "elements": ["C", "H", "H", "C", "H", "H", "H", "C", "H", "S", "H", "O", "H", "H", "H", "H", "H", "C", "H", "N", "N", "H"],
  "coordinates": [[1.51004, -1.27174, -1.17261], [2.78145, -1.55799, 0.46301], [-1.45071, -0.99763, 1.86823], [-1.74735, 0.51464, -0.74740], [0.84930, -2.06858, -1.58883], [0.13531, -1.24142, 1.72169], [-1.07330, -1.54021, -0.53182], [-0.61142, -0.62675, 1.26754], [0.57299, 0.46347, -1.52416], [-0.00829, 1.02258, 1.91405], [-0.97110, 1.26070, 2.89778], [-0.02744, 3.36748, -0.09956], [-2.10327, 0.35922, -1.78450], [-0.34909, 3.26135, 0.80582], [-2.71744, 0.58724, -0.23135], [-1.29027, 1.57953, -0.76305], [1.47480, -2.56871, 0.48036], [-0.74312, -0.52200, -0.24744], [2.24864, -0.71918, -1.74576], [0.62158, -0.13812, -0.70569], [2.10104, -2.04697, -0.09171], [0.79766, 2.88309, -0.18460]],
  "atomic_forces_ev_per_a": [[-1.94, -0.41, 2.57], [-0.02, 0.22, 0.21], [-0.61, 0.67, -0.63], [-0.27, 1.99, -0.68], [0.64, 0.89, -1.10], [0.96, -0.81, -0.97], [0.37, 0.21, -0.59], [-0.49, 1.40, 1.67], [-0.45, 0.11, 0.23], [-1.19, -0.19, 1.26], [0.82, -0.36, -0.90], [-0.26, 0.78, -0.42], [0.69, -0.39, 0.24], [0.39, -0.31, -0.32], [0.57, -0.23, 0.50], [-0.68, -1.80, 0.32], [-0.48, -0.13, 0.13], [0.58, -0.20, 0.45], [0.22, -0.91, -0.50], [0.02, -0.97, -1.00], [1.20, 0.59, -0.87], [-0.07, -0.15, 0.41]],
  "smiles": "C[C@H](CS)NCN.O",
  "e_homo_ev": -8.94,
  "gap_ev": 9.659
}

# 6
{
  "formula": "C4H14N2OS",
  "method": "ωB97M-V/def2-TZVPD",
  "elements": ["H", "C", "C", "C", "O", "H", "H", "H", "H", "S", "H", "H", "H", "C", "H", "H", "H", "N", "H", "N", "H", "H"],
  "coordinates": [[-1.50484, 1.42302, -0.20602], [0.00096, -1.35780, -1.35942], [1.46208, 1.45547, 0.77421], [-1.47992, -1.11165, -1.22524], [-0.45048, -0.94216, 2.58686], [2.78948, 0.09407, 1.52745], [0.39102, -0.94818, -2.33738], [1.19496, -1.34948, 0.32032], [1.84966, 2.54678, 0.45682], [-2.09293, 0.63091, -1.23722], [-1.22661, -0.64016, 2.97804], [2.53295, 0.16405, -0.72064], [-2.12675, -1.53902, -1.91351], [1.58526, 0.46376, -0.60254], [0.32188, -2.47315, -1.28408], [1.23323, 1.02381, -1.45874], [-1.67582, -1.44805, -0.17102], [2.39726, 0.91671, 1.81470], [0.49782, 1.58200, 1.11429], [0.71624, -0.62133, -0.27649], [-0.37764, -0.55300, 1.83760], [1.98667, 0.79370, 2.66795]],
  "atomic_forces_ev_per_a": [[-0.33, -1.66, -0.99], [1.16, 0.05, -1.52], [5.20, 0.57, -0.99], [0.74, 1.33, 4.24], [1.45, -4.67, 6.55], [1.83, -2.30, -0.75], [-0.38, -0.50, 0.94], [-0.84, 1.34, -0.08], [-0.77, -2.42, 0.16], [0.46, 1.12, 0.08], [-2.11, 0.69, 1.22], [3.87, -0.86, -0.07], [-0.89, -1.18, -1.31], [-4.84, 2.01, 2.29], [-0.86, 1.84, -0.02], [-0.20, -0.06, -0.12], [-0.49, -0.23, -1.17], [-1.97, 3.08, -3.46], [-2.22, 0.04, 0.80], [1.95, -1.97, -0.78], [0.61, 4.07, -7.81], [-1.38, -0.29, 2.80]],
  "spin_multiplicity": 2,
  "charge": 1,
  "e_homo_ev": [-13.05, -12.97],
  "gap_ev": [10.010, 4.643]
}

# 7
{
  "formula": "C4H14N2S",
  "method": "ωB97M-V/def2-TZVPD",
  "elements": ["H", "H", "H", "N", "H", "C", "C", "H", "S", "H", "H", "H", "C", "H", "H", "N", "C", "H", "H", "H", "H"],
  "coordinates": [[0.44832, 0.06904, -1.84269], [3.34408, 0.09478, 0.35157], [1.98173, 1.91063, 1.45101], [1.63024, 0.97897, 1.22221], [1.60382, 0.37117, 2.02752], [-2.59375, -0.70781, 0.49859], [2.32237, 0.33657, 0.08364], [-3.59819, -1.05496, 0.27930], [-0.88702, 1.53080, -0.06645], [-1.73671, -1.45559, 0.27814], [0.65696, -0.99826, 0.22792], [-3.29962, 1.23678, -0.02123], [-2.40097, 0.60884, -0.25737], [2.32994, 1.08721, -0.71700], [-2.62897, -0.52610, 1.55108], [1.05074, -0.74752, -1.85741], [1.48659, -0.89095, -0.43361], [0.38366, -1.51874, -1.99058], [2.09906, -1.84166, -0.26135], [-2.42805, 0.47430, -1.35309], [0.23576, 1.04248, 0.82979]],
  "atomic_forces_ev_per_a": [[0.01, 0.35, -0.49], [0.10, -0.14, -0.08], [0.06, -0.45, 0.12], [-1.39, -0.12, -0.29], [0.35, 0.11, 0.42], [1.66, -0.48, -0.69], [-0.80, -0.01, -0.95], [0.15, -0.54, -0.44], [-1.29, 0.88, -0.68], [-1.76, 1.00, 0.26], [-0.85, -0.15, 0.67], [1.00, 0.14, -0.27], [-0.91, -0.52, 0.13], [0.26, -0.20, 0.08], [0.30, 0.17, 0.80], [-0.26, -0.54, 1.57], [2.11, -0.68, 0.06], [0.46, 0.17, -0.38], [-0.78, 1.26, -0.69], [-0.11, 0.00, 0.20], [1.69, -0.27, 0.67]],
  "spin_multiplicity": 2,
  "charge": 1,
  "e_homo_ev": [-13.72, -13.66],
  "gap_ev": [10.932, 6.133]
}

# 8
{
  "formula": "C4H14N3",
  "method": "ωB97M-V/def2-TZVPD",
  "elements": ["H", "H", "N", "H", "H", "H", "H", "H", "H", "H", "H", "C", "N", "N", "H", "H", "H", "C", "C", "H", "C"],
  "coordinates": [[1.32530, 0.20564, -3.93444], [2.02402, 0.08955, 0.05091], [0.68702, -0.25348, 2.03157], [-1.26233, 1.39411, 2.86840], [-2.14206, 1.09724, 1.27934], [-1.48730, -2.15030, 1.48982], [1.36321, -0.99411, 1.67786], [0.51722, 1.32291, -3.00080], [1.45799, -1.48151, -1.91513], [1.45046, 1.49769, -1.10731], [0.68818, -0.05307, 3.04515], [1.30270, -0.34327, -1.89490], [-1.76484, -1.32374, 1.04620], [-0.23141, 0.04989, 1.26245], [-1.56428, -1.52580, 0.06394], [-0.62426, 2.03386, 1.21738], [-0.27093, -0.43058, -3.30551], [0.68598, 0.20531, -3.13283], [-1.09131, 1.23072, 1.73584], [-2.64416, -0.99521, 1.37833], [1.58077, 0.42415, -0.85629]],
  "atomic_forces_ev_per_a": [[1.46, -0.76, -2.21], [0.43, 0.02, 0.28], [1.49, -2.10, 1.07], [0.87, -0.46, -1.73], [1.91, 0.26, 0.62], [0.14, -1.43, 1.29], [-0.92, 1.37, 0.63], [-0.51, -1.40, -0.01], [-0.11, 1.72, 0.31], [0.12, -0.54, 1.02], [0.00, 0.02, -0.48], [0.20, -2.02, -0.13], [1.39, 0.05, -0.70], [-1.81, 2.36, -0.09], [-1.03, 0.77, 0.15], [0.40, 0.97, -0.01], [1.46, 1.52, -0.24], [-2.73, 0.60, 1.94], [-1.98, -1.77, 0.23], [-0.84, -0.09, -0.51], [0.05, 0.94, -1.44]],
  "charge": 1,
  "e_homo_ev": -12.72,
  "gap_ev": 8.250
}

# 9
{
  "formula": "C4H14N3",
  "method": "ωB97M-V/def2-TZVPD",
  "elements": ["C", "N", "C", "H", "H", "C", "N", "H", "N", "H", "H", "H", "H", "H", "H", "H", "H", "H", "H", "H", "C"],
  "coordinates": [[-0.96351, -0.44878, -0.84932], [3.26464, -0.75812, 0.59423], [0.23882, -1.02547, 1.27874], [-2.45900, 0.52542, -1.81783], [-0.72123, -0.90576, -1.86692], [-2.38284, 1.32596, 0.14214], [0.21112, -0.38038, -0.13055], [-1.56202, 1.86730, 0.86380], [1.19450, 0.46697, -0.46981], [-1.59315, -1.17929, -0.37000], [-2.79359, 0.59379, 0.78983], [0.98664, -0.77902, 2.01320], [-1.23333, 1.73083, -1.52323], [2.16559, 0.08095, -0.04296], [2.78725, -1.70760, 0.45738], [-3.25983, 1.90548, -0.07493], [4.30480, -0.84955, 0.38531], [3.26060, -0.73272, 1.59175], [0.96211, 0.99110, -1.27216], [-0.66142, -1.58757, 1.42336], [-1.74616, 0.86648, -1.12204]],
  "atomic_forces_ev_per_a": [[-1.20, -0.59, -3.90], [0.77, -2.35, -0.44], [-0.75, 2.66, -6.21], [-1.05, -0.07, -1.00], [-0.05, 0.49, 1.10], [1.70, 1.86, 2.30], [2.83, -0.91, 8.16], [-2.21, -0.80, -1.88], [-0.34, -2.11, 1.70], [-0.45, 0.03, 0.17], [-0.17, -1.40, 0.36], [0.13, 0.12, -0.34], [0.64, -0.30, -0.50], [-0.32, 1.01, -0.81], [1.35, 1.36, -0.25], [0.00, 1.12, 0.04], [-1.89, 0.06, -0.18], [0.04, 0.53, 1.05], [0.22, 0.55, -1.11], [0.06, -0.32, 0.21], [0.69, -0.94, 1.52]],
  "charge": 1,
  "e_homo_ev": [-13.60, -13.45],
  "gap_ev": [8.697, 8.696]
}

# 10
{
  "formula": "C4H14N3",
  "method": "ωB97M-V/def2-TZVPD",
  "elements": ["H", "C", "H", "C", "H", "C", "N", "N", "H", "H", "H", "H", "H", "H", "N", "H", "H", "H", "H", "C", "H"],
  "coordinates": [[0.20053, -1.80980, 0.27691], [0.11409, 0.07044, 1.93572], [-1.04609, 2.67354, 1.36219], [0.36403, 1.69724, -3.40741], [-0.12533, -1.02927, -1.12442], [-0.90808, 2.51080, 0.33687], [0.28983, -0.95432, -0.22431], [0.57357, -3.65627, 1.07007], [-0.52618, -0.72874, 2.24929], [0.50825, -3.69894, 0.11285], [-0.05532, 3.03038, -0.01751], [1.48689, -3.96131, 1.24734], [-0.36802, 1.83007, -2.66402], [1.28480, 1.40445, -3.07102], [-0.15968, 0.11632, 0.52544], [1.14129, -0.35858, 2.11760], [0.11167, 2.01618, -4.45451], [-1.74837, 2.97918, -0.25179], [-0.11618, -4.14486, 1.65904], [-0.74418, 1.06464, -0.05777], [-0.27750, 0.94885, 2.37941]],
  "atomic_forces_ev_per_a": [[0.04, -0.99, 1.02], [0.80, -2.17, 0.27], [-0.28, 0.07, 1.56], [-1.89, 1.00, -2.21], [-0.50, 0.45, -0.79], [-1.76, -0.90, -2.78], [0.77, 0.25, 0.40], [-0.93, 1.14, 2.65], [-0.49, -0.58, 0.62], [-1.10, -0.89, -2.51], [1.17, 0.44, -0.23], [1.40, -0.54, 0.87], [-0.99, 0.23, 0.64], [2.30, -0.66, 0.27], [-0.29, 0.10, -2.17], [-0.82, 1.34, -0.12], [0.57, -0.55, 1.34], [0.60, -0.64, 0.80], [0.56, 0.13, -1.12], [0.27, 1.90, 0.88], [0.55, 0.88, 0.64]],
  "charge": 1,
  "e_homo_ev": [-11.99, -13.95],
  "gap_ev": [5.957, 10.008]
}

ΔE to the lowest compared entry with this formula, charge and spin for every record listed, in sequence, given in kcal per mole: 42.4 17.5 40.0 16.1 26.7 43.5 22.8 120.0 106.1 167.4.
Max |F| for every record listed, in sequence, given in eV Å⁻¹: 2.7 2.1 3.6 1.6 3.2 8.8 2.2 3.4 8.7 3.4.